# 1
{"formula": "C2H5N3OS", "method": "ωB97M-V/def2-TZVPD", "relative_energy_kj_mol": 66.3, "homo_lumo_gap_ev": 8.93, "max_force_ev_per_a": 3.38, "energy_ha": -716.9155, "smiles": "[H]/N=C(\\N)OC(N)=S", "lumo_energy_ev": 0.54, "homo_ev": -8.39, "elements": ["N", "O", "C", "H", "C", "H", "H", "H", "H", "N", "N", "S"], "coordinates": [[-1.622076, -1.387263, -0.092950], [0.523609, -0.785872, 0.008766], [-0.803480, -0.285177, 0.000512], [-2.596765, -1.291541, 0.202210], [1.623603, -0.013945, -0.000772], [-2.144230, 0.980963, 0.001284], [-1.250787, -2.324347, 0.046681], [0.558109, 1.723475, -0.111692], [2.299028, 1.912446, -0.063564], [-1.122594, 0.928761, 0.041759], [1.471460, 1.364429, -0.033642], [3.064118, -0.821934, 0.001413]], "forces_ev_per_a": [[-0.65, -0.20, 0.32], [-2.07, 0.81, 0.01], [0.98, -1.91, 0.04], [0.75, 0.13, -0.27], [1.15, 2.01, -0.19], [0.35, 0.32, 0.02], [0.19, 0.65, -0.06], [-1.12, 0.73, 0.01], [0.42, 0.17, -0.05], [-0.67, 0.15, -0.04], [0.87, -3.26, 0.15], [-0.20, 0.40, 0.07]]}

# 2
{"formula": "C2H5N3OS", "method": "ωB97M-V/def2-TZVPD", "relative_energy_kj_mol": 375.8, "homo_lumo_gap_ev": 8.81, "max_force_ev_per_a": 2.80, "energy_ha": -716.7976, "smiles": "NNC1=NOCS1", "lumo_energy_ev": 0.73, "homo_ev": -8.08, "elements": ["H", "N", "H", "S", "H", "H", "C", "C", "H", "N", "O", "N"], "coordinates": [[-3.006434, -1.136138, -0.186672], [2.231890, -0.425425, 0.086378], [2.849844, -0.159892, 0.825222], [-0.584348, -1.257368, -0.344746], [-2.123611, -0.492540, 1.347016], [2.759491, -0.693530, -0.751471], [-2.207526, -0.556298, 0.233139], [0.021216, 0.388634, -0.198085], [1.735916, 1.569470, -0.405675], [1.374606, 0.642940, -0.171563], [-2.161438, 0.801876, -0.245200], [-0.889608, 1.318274, -0.188345]], "forces_ev_per_a": [[-0.55, 0.14, 0.00], [0.07, -0.04, -0.86], [0.44, -0.11, 0.40], [-0.39, -0.11, 0.39], [-0.53, -0.45, -0.76], [-0.18, 0.24, 0.48], [2.46, 1.21, 0.57], [-0.96, 0.98, 0.01], [-0.40, -0.58, 0.13], [-0.56, 0.22, -0.35], [-1.43, -1.09, -0.49], [2.04, -0.42, 0.49]]}